C26H44Br10F12FeO8 as an isolated structure. Source: the Open Molecules 2025 dataset; level of theory: the ωB97M-V functional and the def2-TZVPD basis.

```
101
Properties=species:S:1:pos:R:3
Fe 0.878 -1.099 0.426
C 1.153 1.605 0.820
O 0.480 0.901 -0.206
O 1.667 0.484 1.557
C 2.050 2.764 0.369
F 2.707 2.647 -0.761
F 1.308 3.804 0.129
F 2.932 2.957 1.410
C -0.619 1.566 -0.875
C -0.986 0.625 -2.010
H -1.611 0.990 -2.825
H -0.075 0.381 -2.557
H -1.518 -0.218 -1.571
H -0.515 2.621 -1.125
H -1.505 1.524 -0.241
H 0.439 2.038 1.521
C 1.878 -3.131 -1.069
O 2.536 -1.897 -0.724
O 0.988 -3.160 0.000
C 1.161 -3.032 -2.474
F 2.021 -2.743 -3.386
F 0.554 -4.151 -2.822
F 0.175 -2.139 -2.521
C 3.901 -1.680 -1.169
C 4.362 -0.290 -0.810
H 5.291 0.008 -1.296
H 3.518 0.391 -0.925
H 4.343 -0.258 0.279
H 4.033 -1.908 -2.227
H 4.585 -2.372 -0.679
H 2.545 -3.987 -0.963
C -1.930 -6.321 -0.419
O -2.137 -4.894 -0.853
O -1.065 -6.002 0.653
C -3.324 -7.154 -0.224
F -3.237 -8.138 0.603
F -4.222 -6.266 0.396
F -3.951 -7.687 -1.287
C -3.122 -4.552 -1.963
C -3.152 -3.068 -2.332
H -4.038 -2.736 -2.873
H -2.986 -2.385 -1.499
H -2.232 -2.833 -2.865
H -4.045 -4.966 -1.560
H -2.850 -5.208 -2.790
H -1.319 -6.877 -1.131
C -2.301 -1.710 1.780
O -2.737 -3.052 1.539
O -1.167 -1.701 1.029
C -3.526 -0.757 1.470
F -4.156 -1.023 0.298
F -4.423 -0.677 2.480
F -3.113 0.474 1.249
C -3.772 -3.580 2.434
C -3.009 -4.425 3.416
H -3.638 -4.526 4.300
H -2.712 -5.407 3.046
H -2.143 -3.995 3.919
H -4.470 -4.244 1.925
H -4.557 -2.969 2.879
H -2.072 -1.573 2.837
Br 6.864 2.389 -2.036
C 6.089 3.192 -0.399
C 7.055 4.268 0.254
Br 6.523 4.641 2.084
H 5.843 2.334 0.228
H 5.192 3.736 -0.695
H 7.181 5.198 -0.301
H 8.052 3.841 0.367
Br -4.664 6.102 -1.791
C -3.776 4.433 -2.184
C -4.418 3.227 -1.579
Br -3.963 1.618 -2.683
H -2.742 4.533 -1.855
H -3.747 4.276 -3.262
H -5.501 3.323 -1.660
H -4.153 2.986 -0.549
Br -2.360 4.277 -6.280
C -1.026 2.910 -6.074
C -1.603 1.549 -6.625
Br -0.417 -0.059 -6.183
H -0.723 2.713 -5.046
H -0.158 3.266 -6.629
H -1.667 1.660 -7.708
H -2.598 1.434 -6.196
Br 2.415 6.142 2.433
C 3.117 5.060 3.971
C 3.595 5.937 5.147
Br 2.231 6.923 6.125
H 4.021 4.625 3.547
H 2.555 4.176 4.275
H 4.262 6.777 4.952
H 4.234 5.405 5.851
Br 0.003 1.843 6.326
C 0.800 0.949 4.797
C 1.148 -0.395 5.291
Br -0.373 -1.692 5.024
H 1.714 1.494 4.560
H 0.179 1.005 3.903
H 1.662 -0.248 6.241
H 1.884 -0.840 4.623
```

Multiplicity: 5
Orbital gap in eV: 3.52
Calculated total energy in Ha: -29821.11099
Charge: -2
Relative energy (zero: lowest compared OMol25 entry of this formula, charge and spin) in kcal per mole: 67.88

C26H44BrN3OP2Pt as an isolated structure. Source: the Open Molecules 2025 dataset; level of theory: the ωB97M-V functional and the def2-TZVPD basis.

```
78
Properties=species:S:1:pos:R:3
N 6.134 -0.594 0.092
C 5.650 0.392 0.837
C 4.781 0.099 1.913
C 4.077 -1.127 1.778
C 4.686 -2.211 1.103
C 5.761 -1.857 0.259
C 2.682 -1.207 2.176
Pt -1.674 -1.530 0.356
P -3.185 0.026 -0.173
C 1.876 -2.327 2.043
C 0.431 -2.325 2.393
C -0.418 -3.379 1.873
C -1.838 -3.192 1.943
C -2.284 -2.028 2.633
C -1.463 -1.194 3.388
C -0.068 -1.352 3.301
Br -4.228 -1.945 3.015
H 2.167 -0.229 2.316
H 2.178 -3.092 1.320
H 4.591 0.700 2.787
H 4.338 -3.248 1.234
H 6.032 1.374 0.582
H 6.348 -2.599 -0.277
H 0.040 -4.384 1.975
H 0.649 -1.044 4.094
H -2.587 -3.928 1.682
H -1.956 -0.502 4.072
P -0.172 -1.091 -1.728
C -2.985 1.107 1.297
C -4.225 1.269 2.153
H -2.642 2.063 0.873
H -2.169 0.723 1.928
H -3.914 1.793 3.078
H -5.034 1.826 1.651
H -4.616 0.264 2.409
C -4.540 -1.257 -0.274
C -6.004 -0.952 -0.575
H -4.507 -1.680 0.756
H -4.196 -2.096 -0.914
H -6.552 -1.868 -0.293
H -6.392 -0.118 0.020
H -6.194 -0.740 -1.636
C -3.458 1.314 -1.411
C -4.727 2.121 -1.159
H -3.478 0.826 -2.391
H -2.595 1.998 -1.402
H -4.940 2.692 -2.071
H -5.583 1.480 -0.932
H -4.608 2.806 -0.311
C 0.176 0.483 -2.687
C -0.945 1.095 -3.498
H 1.062 0.349 -3.342
H 0.505 1.173 -1.866
H -0.572 1.396 -4.487
H -1.776 0.402 -3.653
H -1.324 2.003 -3.020
C -0.990 -2.172 -2.971
C -1.201 -3.504 -2.262
H -0.354 -2.260 -3.870
H -1.942 -1.700 -3.260
H -2.119 -3.984 -2.607
H -0.371 -4.191 -2.446
H -1.300 -3.370 -1.166
C 1.585 -1.795 -1.668
C 2.715 -0.809 -1.958
H 1.634 -2.618 -2.401
H 1.734 -2.248 -0.670
H 3.691 -1.298 -2.032
H 2.591 -0.263 -2.901
H 2.774 -0.068 -1.154
N 1.594 2.684 1.238
C 1.765 2.135 -0.006
N 2.744 2.707 -0.809
O 1.091 1.136 -0.301
H 1.896 3.650 1.325
H 0.713 2.375 1.648
H 2.968 2.148 -1.639
H 3.589 2.906 -0.276
```

Multiplicity: 3
Orbital gap (spin up / spin down) in eV: 5.05 / 4.83
Calculated total energy in Ha: -4631.96477
Charge: +2

A 9-piece molecular cluster, C26H44Cl10O12 overall. Source: the Open Molecules 2025 dataset; level of theory: the ωB97M-V functional and the def2-TZVPD basis.

```
92
Properties=species:S:1:pos:R:3
C -2.465 9.585 7.653
C -2.821 8.076 7.249
C -4.266 7.886 6.597
O -4.105 7.033 5.569
C -2.731 6.844 5.382
O -2.179 6.136 4.505
O -2.063 7.609 6.135
H -2.163 10.106 6.744
H -1.628 9.831 8.306
H -3.333 10.037 8.133
H -2.733 7.448 8.135
H -4.736 8.785 6.198
H -4.828 7.377 7.380
C 2.448 -7.985 -0.324
C 3.941 -8.236 -0.150
C 4.348 -9.514 0.621
O 5.450 -9.886 -0.189
C 5.371 -9.346 -1.491
O 6.189 -9.483 -2.405
O 4.335 -8.615 -1.487
H 2.023 -7.987 0.680
H 2.057 -8.849 -0.860
H 2.281 -7.090 -0.924
H 4.511 -7.370 0.186
H 3.510 -10.210 0.662
H 4.517 -9.252 1.666
C 3.726 -3.576 7.160
C 5.263 -3.847 7.322
C 5.507 -5.285 7.574
O 6.190 -5.775 6.455
C 6.450 -4.826 5.605
O 6.954 -5.020 4.525
O 5.834 -3.653 6.002
H 3.101 -3.856 8.007
H 3.367 -3.988 6.217
H 3.567 -2.509 7.000
H 5.669 -3.180 8.082
H 4.578 -5.855 7.571
H 5.998 -5.464 8.530
C -5.655 3.214 -8.025
C -4.307 3.875 -7.933
C -3.812 4.470 -9.215
O -3.948 5.846 -9.084
C -4.000 6.151 -7.795
O -4.085 7.208 -7.259
O -4.306 4.984 -7.108
H -6.035 2.860 -7.066
H -5.709 2.273 -8.573
H -6.405 3.936 -8.347
H -3.670 3.117 -7.477
H -4.536 4.205 -9.985
H -2.809 4.098 -9.428
Cl 8.005 3.903 1.355
C 7.450 2.447 0.405
C 8.124 2.433 -0.963
Cl 7.575 1.059 -1.928
H 6.361 2.440 0.429
H 7.622 1.532 0.972
H 9.202 2.324 -0.845
H 7.901 3.367 -1.478
Cl 2.771 5.467 -4.056
C 3.159 4.239 -5.258
C 4.316 4.756 -6.177
Cl 3.955 6.144 -7.129
H 2.204 4.075 -5.757
H 3.340 3.282 -4.768
H 4.644 3.993 -6.883
H 5.211 4.868 -5.565
Cl -5.110 -5.621 -3.596
C -6.671 -6.305 -4.075
C -7.677 -6.242 -2.929
Cl -9.328 -6.311 -3.601
H -6.510 -7.347 -4.355
H -6.937 -5.612 -4.873
H -7.663 -5.274 -2.427
H -7.634 -6.996 -2.143
Cl 1.600 -1.146 0.482
C 0.653 0.137 -0.330
C -0.009 -0.655 -1.455
Cl -1.206 0.356 -2.170
H 1.429 0.778 -0.749
H -0.108 0.559 0.326
H -0.531 -1.508 -1.020
H 0.695 -0.836 -2.267
Cl -4.989 -0.345 2.893
C -6.620 0.358 2.723
C -6.982 0.534 1.251
Cl -8.713 0.874 1.101
H -6.663 1.280 3.303
H -7.338 -0.278 3.241
H -6.904 -0.450 0.788
H -6.482 1.392 0.801
```

Multiplicity: 1
Orbital gap in eV: 10.85
Structure (SMILES): C[C@H]1COC(=O)O1.C[C@H]1COC(=O)O1.C[C@H]1COC(=O)O1.C[C@H]1COC(=O)O1.ClCCCl.ClCCCl.ClCCCl.ClCCCl.ClCCCl
Calculated total energy in Ha: -6521.83182
Charge: 0
Relative energy (zero: lowest compared OMol25 entry of this formula, charge and spin) in kcal per mole: 85.76

C26H44Cl2LaO2P2 as an isolated structure. Source: the Open Molecules 2025 dataset; level of theory: the ωB97M-V functional and the def2-TZVPD basis.

```
77
Properties=species:S:1:pos:R:3
La 1.002 0.829 -0.793
C -2.883 0.767 2.537
C -3.335 0.358 1.254
C -3.063 -1.538 2.531
C -2.700 -0.405 3.320
C -3.430 -1.073 1.244
C -2.538 2.160 2.969
H -2.754 2.862 2.153
H -1.471 2.209 3.227
H -3.124 2.456 3.859
C -2.182 -0.470 4.685
H -1.968 0.523 5.086
H -1.249 -1.049 4.751
H -2.872 -0.954 5.385
C -3.149 -2.944 2.994
H -3.818 -3.007 3.864
H -2.161 -3.311 3.305
H -3.516 -3.582 2.179
C -3.909 -1.895 0.112
H -4.843 -2.409 0.404
H -3.151 -2.653 -0.164
H -4.106 -1.285 -0.785
C -3.681 1.236 0.126
H -4.765 1.426 0.074
H -3.387 0.813 -0.843
H -3.193 2.217 0.194
C 3.165 2.371 -1.842
C 2.129 3.224 -1.542
C 1.320 3.950 -2.549
C 0.672 2.965 -3.575
C 0.350 1.571 -3.124
C 1.248 0.478 -3.070
C 2.639 0.442 -3.563
C 3.490 1.697 -3.160
H 1.858 4.677 -3.181
H 1.248 2.866 -4.507
H 0.515 4.494 -2.027
H 3.409 2.423 -4.013
H 4.091 2.637 -1.281
H 2.242 3.824 -0.652
H 4.533 1.306 -3.170
H 3.115 -0.528 -3.308
H 0.817 -0.489 -2.886
H 2.538 0.478 -4.660
H -0.299 3.412 -3.869
H -0.717 1.354 -3.314
P 2.240 1.101 2.106
P -0.770 -3.056 -2.052
C 3.165 -0.021 0.490
C 2.588 -1.032 -0.415
H 3.642 -0.443 1.417
H 3.944 0.712 0.060
H 2.940 -1.197 -1.455
H 2.304 -2.003 -0.001
C 0.043 -4.708 -2.119
H -0.765 -5.450 -2.307
H 0.543 -4.974 -1.169
H 0.777 -4.710 -2.949
C -1.086 -3.001 -3.856
H -0.267 -3.523 -4.407
H -1.259 -1.955 -4.232
H -2.028 -3.588 -3.929
C 3.589 2.313 2.032
H 3.161 3.196 2.513
H 3.763 2.524 0.961
H 4.488 1.956 2.557
C 0.874 2.426 1.637
H 0.012 2.437 2.320
H 0.427 2.645 0.602
H 1.558 3.275 1.845
Cl 0.158 -3.176 4.204
C 0.597 -3.033 2.457
Cl -0.311 -4.219 1.520
C 0.560 -1.570 1.918
O 1.255 -0.793 2.721
O 0.079 -1.281 0.754
H 1.663 -3.288 2.400
```

Multiplicity: 1
Orbital gap (spin up / spin down) in eV: 3.68 / 3.58
Calculated total energy in Ha: -2801.65563
Charge: +1
Relative energy (zero: lowest compared OMol25 entry of this formula, charge and spin) in kcal per mole: 282.88